Entry from the OMol25 dataset: a cluster of 11 separate species, C44H66O33 in total in a non-equilibrium geometry (ωB97M-V/def2-TZVPD).

Structure (XYZ):
```
143
C44H66O33, DFT ωB97M-V/def2-TZVPD
C 0.43 2.53 3.52
C 0.26 3.52 4.61
C 1.02 3.24 5.92
O 1.73 4.39 6.18
C 1.81 5.18 5.16
O 2.46 6.27 5.17
O 0.95 4.71 4.20
H 0.01 2.94 2.60
H -0.10 1.61 3.72
H 1.47 2.38 3.24
H -0.80 3.77 4.74
H 1.71 2.42 5.70
H 0.24 3.01 6.63
C 2.04 -4.02 -5.95
C 2.67 -2.88 -5.15
C 2.77 -1.58 -5.91
O 1.95 -0.72 -5.14
C 1.63 -1.27 -3.99
O 1.03 -0.71 -3.01
O 1.99 -2.57 -4.01
H 2.53 -4.23 -6.90
H 1.07 -3.75 -6.35
H 1.94 -4.91 -5.34
H 3.68 -3.22 -4.90
H 2.32 -1.65 -6.90
H 3.78 -1.19 -5.96
C 4.34 7.58 -0.30
C 3.89 6.51 0.73
C 2.61 6.89 1.48
O 1.95 5.66 1.61
C 2.29 4.96 0.59
O 1.77 3.92 0.30
O 3.35 5.49 -0.01
H 3.47 8.22 -0.46
H 4.68 7.15 -1.24
H 5.03 8.25 0.21
H 4.64 6.10 1.40
H 2.01 7.68 1.03
H 3.07 7.15 2.43
C -5.55 -1.36 1.67
C -5.16 0.15 1.57
C -6.05 1.03 2.35
O -5.13 1.72 3.24
C -3.88 1.28 3.06
O -2.98 1.70 3.73
O -3.87 0.40 2.11
H -6.61 -1.50 1.43
H -5.35 -1.72 2.68
H -4.94 -1.85 0.91
H -5.22 0.46 0.52
H -6.73 0.36 2.87
H -6.67 1.65 1.71
C 0.46 -5.09 -0.01
C 1.93 -4.70 -0.32
C 2.92 -5.67 0.17
O 3.83 -5.84 -0.97
C 3.36 -5.20 -2.06
O 3.96 -5.00 -3.09
O 2.17 -4.68 -1.73
H -0.15 -4.22 -0.26
H 0.28 -5.31 1.04
H 0.07 -5.91 -0.61
H 2.08 -3.69 0.07
H 2.62 -6.59 0.68
H 3.43 -5.09 0.94
C -1.65 3.85 -1.41
C -0.80 4.88 -2.10
C 0.22 4.31 -3.09
O -0.06 5.08 -4.25
C -1.24 5.79 -4.11
O -1.72 6.62 -4.92
O -1.68 5.69 -2.85
H -0.99 3.18 -0.84
H -2.27 3.20 -2.02
H -2.33 4.39 -0.75
H -0.21 5.46 -1.38
H 0.15 3.23 -3.19
H 1.24 4.41 -2.71
C 0.70 0.46 0.97
C -0.78 0.07 0.98
C -1.42 0.10 -0.42
O -2.08 -1.11 -0.55
C -1.84 -1.88 0.57
O -2.19 -3.04 0.77
O -0.93 -1.27 1.38
H 0.83 1.49 0.66
H 1.12 -0.24 0.24
H 1.14 0.21 1.93
H -1.27 0.67 1.75
H -0.61 0.40 -1.08
H -2.10 0.96 -0.43
C -2.05 -2.30 4.91
C -1.38 -2.02 6.24
C 0.00 -1.40 6.22
O -0.15 -0.01 6.34
C -1.33 0.25 6.87
O -1.82 1.38 7.15
O -2.08 -0.90 6.84
H -1.39 -2.10 4.07
H -2.99 -1.77 4.77
H -2.31 -3.36 4.83
H -1.45 -2.79 7.01
H 0.55 -1.71 5.33
H 0.59 -1.66 7.09
C 7.36 -3.65 0.62
C 6.06 -3.71 1.47
C 6.11 -3.07 2.87
O 5.08 -2.11 2.84
C 4.40 -2.19 1.76
O 3.38 -1.56 1.52
O 4.96 -3.00 0.88
H 8.17 -4.25 1.02
H 7.65 -2.60 0.66
H 7.26 -3.80 -0.45
H 5.72 -4.72 1.73
H 7.03 -2.55 3.14
H 5.93 -3.83 3.62
C -1.56 -3.11 -3.45
C -2.41 -4.28 -2.83
C -3.74 -3.84 -2.24
O -4.66 -4.85 -2.68
C -4.11 -5.65 -3.63
O -4.70 -6.53 -4.24
O -2.85 -5.27 -3.78
H -2.21 -2.75 -4.25
H -0.61 -3.28 -3.95
H -1.50 -2.20 -2.85
H -1.90 -4.63 -1.94
H -4.15 -2.98 -2.77
H -3.65 -3.61 -1.18
C -3.51 2.62 -5.42
C -3.92 1.41 -4.64
C -2.77 0.82 -3.84
O -3.33 0.80 -2.56
C -4.49 1.47 -2.51
O -5.18 1.63 -1.50
O -4.74 1.97 -3.67
H -4.38 3.27 -5.56
H -3.12 2.26 -6.37
H -2.76 3.19 -4.87
H -4.51 0.66 -5.17
H -1.83 1.38 -3.76
H -2.46 -0.16 -4.18
```

frontier orbital gap: 10.43 eV
total charge: 0
spin multiplicity: 1
energy above the lowest of the compared OMol25 structures with the same formula, charge and spin: 6.0104 eV
DFT total energy: -114264.596 eV
HOMO: -10.44 eV
SMILES: C[C@H]1COC(=O)O1.C[C@H]1COC(=O)O1.C[C@H]1COC(=O)O1.C[C@H]1COC(=O)O1.C[C@H]1COC(=O)O1.C[C@H]1COC(=O)O1.C[C@H]1COC(=O)O1.C[C@H]1COC(=O)O1.C[C@H]1COC(=O)O1.C[C@H]1COC(=O)O1.C[C@H]1COC(=O)O1

---

Entry from the OMol25 dataset: a cluster of 11 separate species, C44H66O33 in total in a non-equilibrium geometry (ωB97M-V/def2-TZVPD).

Structure (XYZ):
```
143
C44H66O33, DFT ωB97M-V/def2-TZVPD
C 6.02 -3.96 0.51
C 5.63 -2.94 -0.53
C 6.61 -1.82 -0.94
O 6.67 -1.91 -2.37
C 5.96 -2.98 -2.81
O 5.79 -3.23 -3.96
O 5.52 -3.69 -1.78
H 5.72 -3.61 1.49
H 7.11 -4.07 0.45
H 5.68 -4.97 0.29
H 4.60 -2.58 -0.55
H 7.59 -1.87 -0.47
H 6.17 -0.93 -0.50
C 3.02 4.06 1.97
C 3.77 3.76 3.27
C 4.85 2.68 3.09
O 5.86 3.10 4.00
C 5.73 4.43 4.22
O 6.53 5.11 4.77
O 4.58 4.87 3.69
H 2.91 3.16 1.36
H 3.61 4.80 1.43
H 2.04 4.43 2.25
H 3.06 3.51 4.06
H 5.30 2.70 2.09
H 4.58 1.64 3.27
C -2.09 -3.43 -0.20
C -3.32 -2.61 -0.44
C -3.02 -1.14 -0.84
O -4.00 -0.96 -1.85
C -4.63 -2.10 -2.21
O -5.56 -2.14 -2.94
O -4.14 -3.12 -1.50
H -1.45 -3.50 -1.07
H -2.30 -4.44 0.13
H -1.57 -2.97 0.65
H -4.01 -2.62 0.41
H -1.98 -1.01 -1.15
H -3.07 -0.42 -0.03
C -6.19 4.17 -1.06
C -5.47 3.81 0.23
C -5.49 2.26 0.38
O -4.16 1.90 0.53
C -3.34 2.93 0.26
O -2.16 2.85 0.19
O -4.07 4.07 0.09
H -5.63 3.60 -1.82
H -6.08 5.23 -1.30
H -7.22 3.83 -1.17
H -5.90 4.21 1.14
H -6.07 1.74 -0.38
H -6.13 2.19 1.26
C 0.71 0.87 0.07
C 1.01 0.11 1.33
C 1.08 -1.43 1.25
O 2.48 -1.66 1.28
C 3.19 -0.58 1.65
O 4.37 -0.59 1.83
O 2.36 0.48 1.65
H 1.47 0.60 -0.67
H 0.83 1.95 0.08
H -0.33 0.75 -0.23
H 0.38 0.37 2.19
H 0.63 -1.82 0.34
H 0.62 -1.87 2.14
C 1.47 -3.03 -6.43
C 1.04 -2.21 -5.22
C -0.39 -2.45 -4.73
O -0.25 -2.43 -3.30
C 1.06 -2.66 -3.00
O 1.44 -2.91 -1.91
O 1.79 -2.76 -4.12
H 2.54 -2.87 -6.50
H 0.89 -2.84 -7.33
H 1.35 -4.08 -6.19
H 1.19 -1.13 -5.28
H -0.81 -3.39 -5.09
H -1.02 -1.66 -5.14
C -1.70 0.94 -3.31
C -2.41 2.14 -3.91
C -1.67 3.50 -3.88
O -1.79 3.97 -5.23
C -2.38 3.05 -6.01
O -2.41 3.05 -7.20
O -2.64 1.94 -5.29
H -0.67 0.86 -3.65
H -2.23 0.03 -3.60
H -1.61 0.96 -2.23
H -3.32 2.20 -3.31
H -0.64 3.59 -3.54
H -2.25 4.18 -3.25
C -0.56 3.95 3.56
C -1.73 4.19 4.49
C -2.14 5.59 4.88
O -3.54 5.56 4.55
C -3.83 4.42 3.88
O -4.78 4.34 3.18
O -2.90 3.44 4.10
H 0.37 4.44 3.85
H -0.75 4.47 2.61
H -0.44 2.91 3.28
H -1.44 3.71 5.44
H -1.55 6.29 4.29
H -2.11 5.76 5.95
C -0.61 -6.65 4.58
C -0.90 -5.56 3.56
C 0.38 -4.83 3.14
O 0.51 -5.15 1.72
C -0.48 -5.99 1.35
O -0.63 -6.47 0.29
O -1.32 -6.22 2.38
H 0.22 -7.30 4.33
H -1.46 -7.30 4.79
H -0.52 -6.17 5.56
H -1.58 -4.83 3.99
H 1.32 -5.19 3.56
H 0.22 -3.76 3.24
C 4.99 0.27 -5.38
C 3.82 0.20 -4.43
C 4.19 -0.06 -2.96
O 3.35 0.89 -2.26
C 2.61 1.61 -3.14
O 1.68 2.31 -2.94
O 2.99 1.35 -4.42
H 5.59 -0.64 -5.29
H 5.70 1.07 -5.15
H 4.64 0.36 -6.41
H 3.18 -0.62 -4.76
H 5.22 0.28 -2.92
H 4.10 -1.10 -2.69
C -2.55 -1.28 3.74
C -3.43 -0.12 3.34
C -4.79 -0.48 2.73
O -5.74 0.37 3.34
C -5.16 0.92 4.46
O -5.80 1.33 5.37
O -3.87 0.56 4.53
H -2.53 -1.98 2.90
H -2.91 -1.74 4.66
H -1.51 -1.00 3.91
H -2.89 0.52 2.64
H -5.06 -1.50 3.02
H -4.81 -0.36 1.65
```

frontier orbital gap: 10.65 eV
total charge: 0
spin multiplicity: 1
energy above the lowest of the compared OMol25 structures with the same formula, charge and spin: 3.4929 eV
DFT total energy: -114267.114 eV
HOMO: -10.92 eV
SMILES: C[C@H]1COC(=O)O1.C[C@H]1COC(=O)O1.C[C@H]1COC(=O)O1.C[C@H]1COC(=O)O1.C[C@H]1COC(=O)O1.C[C@H]1COC(=O)O1.C[C@H]1COC(=O)O1.C[C@H]1COC(=O)O1.C[C@H]1COC(=O)O1.C[C@H]1COC(=O)O1.C[C@H]1COC(=O)O1

---

Entry from the OMol25 dataset: a structure of composition C44H67BIKN3O7P in a non-equilibrium geometry (ωB97M-V/def2-TZVPD).

Structure (XYZ):
```
125
C44H67BIKN3O7P, DFT ωB97M-V/def2-TZVPD
K 0.07 2.26 0.88
C -1.39 3.26 -4.84
C -0.53 3.06 -3.60
C 0.65 2.15 -3.95
P -1.36 2.30 -2.07
C -2.28 3.80 -1.37
C -3.40 3.31 -0.46
C -2.74 4.96 -2.25
C -2.65 1.25 -2.85
C -3.80 1.77 -3.42
C -4.75 1.00 -4.07
C -5.98 1.61 -4.68
C -4.50 -0.37 -4.16
C -3.38 -0.93 -3.61
C -2.42 -0.16 -2.88
N -1.39 -0.74 -2.25
C -1.09 -2.07 -2.49
C -1.50 -3.09 -1.61
C -2.37 -2.78 -0.42
C -1.09 -4.40 -1.81
C -0.27 -4.76 -2.87
C 0.19 -6.18 -3.07
C 0.11 -3.76 -3.75
C -0.28 -2.44 -3.58
C 0.18 -1.40 -4.56
H -0.77 3.65 -5.66
H -2.20 3.97 -4.67
H -1.82 2.31 -5.16
H -0.13 4.03 -3.26
H 0.27 1.22 -4.38
H 1.23 1.89 -3.06
H 1.32 2.62 -4.68
H -1.50 4.22 -0.71
H -4.28 3.03 -1.04
H -3.69 4.09 0.25
H -3.08 2.44 0.11
H -3.57 4.68 -2.90
H -1.94 5.36 -2.86
H -3.10 5.77 -1.60
H -3.97 2.84 -3.38
H -6.13 2.63 -4.32
H -6.87 1.02 -4.43
H -5.91 1.64 -5.77
H -5.22 -1.00 -4.67
H -3.22 -2.00 -3.68
H -3.04 -1.95 -0.64
H -1.75 -2.53 0.44
H -2.97 -3.65 -0.15
H -1.42 -5.17 -1.11
H 0.08 -6.75 -2.14
H 1.23 -6.22 -3.38
H -0.41 -6.68 -3.84
H 0.74 -4.02 -4.60
H 0.51 -1.86 -5.49
H 1.02 -0.84 -4.14
H -0.62 -0.70 -4.78
O 5.70 -0.05 6.06
C 5.18 1.10 5.38
C 3.97 0.75 4.56
C 2.95 1.75 4.35
C 1.87 1.47 3.61
N 1.63 0.19 3.04
C 2.81 -0.69 2.98
C 3.87 -0.41 3.86
C 2.83 -1.73 2.05
C 3.77 -2.82 2.15
C 3.79 -3.82 1.23
C 4.79 -4.94 1.30
O 5.74 -4.88 0.24
C 2.89 -3.77 0.14
C 2.00 -2.72 0.11
N 1.92 -1.75 1.01
H 6.57 0.17 6.40
H 5.97 1.53 4.74
H 4.91 1.87 6.12
H 3.08 2.75 4.75
H 1.08 2.20 3.46
H 4.69 -1.12 3.94
H 4.45 -2.86 2.99
H 4.26 -5.91 1.25
H 5.35 -4.90 2.23
H 5.31 -4.41 -0.49
H 2.88 -4.53 -0.63
H 1.29 -2.65 -0.71
O 1.01 0.56 -0.64
H 0.37 0.13 -1.24
H 1.28 -0.16 -0.02
O -1.65 0.59 0.38
H -1.56 0.11 -0.48
H -1.08 0.08 0.97
I -1.28 4.72 2.70
C 4.37 3.05 -0.35
C 3.45 3.40 -1.53
C 2.15 3.83 -0.84
O 2.23 3.40 0.51
C 3.35 2.52 0.65
H 4.85 3.95 0.04
H 5.13 2.32 -0.60
H 3.27 2.51 -2.13
H 3.85 4.18 -2.17
H 1.28 3.40 -1.33
H 2.04 4.92 -0.83
H 3.07 1.49 0.39
H 3.68 2.55 1.68
C -2.87 -1.69 3.17
C -1.86 -0.67 3.67
C -2.51 0.72 3.67
O -0.73 -0.60 2.79
B 0.39 -0.35 3.55
O 0.14 -0.55 4.89
C -1.20 -1.04 5.05
C -1.84 -0.36 6.25
C -1.11 -2.55 5.28
H -3.29 -1.34 2.22
H -3.67 -1.80 3.90
H -2.41 -2.66 3.00
H -2.77 0.97 2.64
H -1.83 1.48 4.04
H -3.42 0.73 4.28
H -1.74 0.72 6.18
H -1.32 -0.69 7.16
H -2.89 -0.63 6.32
H -0.64 -3.04 4.43
H -2.10 -2.98 5.46
H -0.49 -2.73 6.15
```

frontier orbital gap: 4.33 eV
total charge: -2
spin multiplicity: 1
energy above the lowest of the compared OMol25 structures with the same formula, charge and spin: 0.0000 eV
DFT total energy: -99915.977 eV
HOMO: -0.48 eV

---

What is the formula in the second record?
C44H66O33

---

Look up the spin multiplicity of the second one.
1